1.
77
Properties=species:S:1:pos:R:3:forces:R:3 method="wB97M-V/def2-TZVPD" total_charge=-1 orbital_gap_ev=7.12 e_lumo_ev=2.2 e_above_lowest_kcal_mol=0.0
C 2.043536 -4.948364 1.591904 -0.1 0.1 0.0
C 1.855974 -5.497352 0.165152 0.1 0.0 0.1
C 0.594818 -4.993579 -0.566468 -0.2 0.1 0.2
C 0.844991 -3.824983 -1.532379 0.0 0.0 -0.1
C 0.729318 -2.429953 -0.895783 0.0 0.0 0.2
C 1.558513 -1.332276 -1.598409 -0.1 0.0 0.0
C 2.676188 -0.699263 -0.739186 0.1 -0.1 0.0
C 2.381368 0.707239 -0.194032 0.0 0.0 0.0
C 1.642652 0.736786 1.159840 0.0 0.0 0.0
C 0.659960 1.916948 1.335604 0.1 0.1 -0.1
C -0.807337 1.495899 1.453555 0.0 -0.1 0.0
C -1.360043 0.875569 0.164584 0.1 -0.1 0.1
C -2.871656 0.591539 0.204439 -0.1 0.1 -0.1
C -3.736466 1.656151 -0.486678 0.0 0.1 0.1
C -5.129110 1.173650 -0.901169 -0.1 -0.1 0.1
C -5.983822 0.701458 0.291309 0.1 -0.2 0.0
In -5.859972 -1.469768 0.771946 0.0 0.1 -0.5
C -4.932966 -1.607720 2.873567 0.1 0.0 0.6
F -4.146757 -0.506641 3.258296 -0.3 -0.1 -0.2
F -5.983115 -1.631679 3.799692 0.2 0.1 -0.2
C -4.067481 -2.794348 3.311789 0.0 -0.8 -0.4
F -3.858712 -2.845437 4.654339 -0.3 -0.1 0.0
F -4.708252 -3.960692 2.952010 0.3 0.6 0.3
C -2.639167 -2.849296 2.691391 -0.1 0.7 -0.1
F -2.603613 -2.366896 1.447141 -0.1 -0.2 0.0
F -2.176359 -4.098621 2.670252 0.1 -0.2 0.0
F -1.785880 -2.108930 3.418507 0.0 -0.1 0.0
H 3.099155 -4.805633 1.843249 -0.1 -0.1 0.0
H 1.610968 -5.620636 2.337210 0.0 0.1 -0.1
H 1.547774 -3.980100 1.712307 0.1 -0.1 0.0
H 1.825984 -6.591631 0.211929 0.1 0.1 0.0
H 2.739908 -5.243458 -0.433899 -0.1 0.0 0.0
H 0.127620 -5.825237 -1.105211 0.1 0.1 0.0
H -0.146128 -4.669594 0.177478 0.0 -0.1 -0.1
H 0.134385 -3.884451 -2.366240 0.1 0.0 0.1
H 1.845363 -3.939269 -1.969115 -0.1 0.0 0.0
H 1.036329 -2.499424 0.154230 0.0 0.1 -0.1
H -0.328633 -2.145653 -0.876871 0.1 -0.1 0.1
H 0.889748 -0.535501 -1.943737 0.1 -0.1 0.0
H 2.013726 -1.765291 -2.496701 -0.1 0.1 0.0
H 3.603261 -0.655361 -1.323007 -0.1 0.0 0.0
H 2.884803 -1.368676 0.105496 0.1 0.1 -0.1
H 3.331124 1.249679 -0.112811 -0.2 0.0 0.0
H 1.786181 1.259785 -0.931043 0.1 -0.1 0.0
H 2.385918 0.766799 1.966471 -0.1 -0.1 -0.1
H 1.102733 -0.208516 1.292122 0.0 0.1 0.0
H 0.750572 2.585839 0.466799 0.0 0.0 0.1
H 0.953031 2.513389 2.209286 -0.1 -0.1 -0.1
H -1.423035 2.362287 1.725206 0.1 0.0 0.0
H -0.910370 0.768498 2.270209 0.0 0.1 -0.1
H -1.122251 1.549349 -0.670133 0.0 -0.1 0.0
H -0.832125 -0.068812 -0.022594 0.0 0.2 0.0
H -3.178749 0.509128 1.252038 0.0 -0.2 -0.1
H -3.080351 -0.378529 -0.260529 0.0 0.1 0.0
H -3.879833 2.509371 0.193557 0.2 0.0 -0.1
H -3.201745 2.033837 -1.369748 -0.1 0.0 0.1
H -5.013028 0.368101 -1.639435 0.0 0.1 0.0
H -5.629358 2.003579 -1.424053 0.1 -0.1 0.0
H -5.715352 1.286212 1.179892 -0.1 0.0 0.0
H -7.044986 0.886568 0.091211 0.1 0.0 0.0
H -4.851507 -2.281383 -0.447808 0.0 0.0 0.2
H -7.447358 -2.238159 0.790182 0.0 0.0 0.2
C 6.153633 5.897017 -3.672191 0.0 0.0 0.1
C 5.048707 4.878425 -3.846447 0.0 0.0 -0.1
O 4.791879 4.161639 -2.628572 0.0 0.0 0.0
C 4.013397 4.796058 -1.749647 0.1 0.0 0.0
O 3.523378 5.885962 -1.898457 -0.1 0.0 0.0
O 3.885937 4.023030 -0.677015 0.0 -0.1 0.0
C 3.059357 4.564755 0.358963 0.0 0.0 0.1
H 7.054999 5.417341 -3.289362 0.0 0.0 0.0
H 6.387533 6.357664 -4.632466 0.0 0.0 0.0
H 5.850041 6.680365 -2.979148 0.0 0.0 0.0
H 5.331506 4.104257 -4.557189 0.0 0.0 0.0
H 4.125592 5.347183 -4.184605 0.0 0.0 0.0
H 2.085107 4.847500 -0.032518 0.0 0.0 0.0
H 3.540039 5.431269 0.810952 0.0 0.0 0.0
H 2.948515 3.770989 1.090550 0.0 0.0 0.0

2.
80
Properties=species:S:1:pos:R:3:forces:R:3 method="wB97M-V/def2-TZVPD" total_charge=0 orbital_gap_ev="5.09 / 4.78" e_lumo_ev="-1.6 / -1.9"
Os 0.014187 -0.387412 -0.209452 -0.3 0.1 0.0
C -1.896468 -2.270218 5.824223 0.0 0.0 0.0
C -0.546749 -2.582314 5.992130 0.0 0.0 0.0
C 0.357860 -2.442410 4.946161 0.0 0.0 0.1
C -0.131794 -1.970918 3.742753 0.1 0.0 -0.1
C 0.524580 -1.717537 2.447741 -0.2 -0.1 0.1
N 1.751520 -2.060741 2.164509 0.1 0.0 -0.3
C 2.277202 -1.954624 0.928910 0.0 0.0 0.3
C 3.482900 -2.692635 0.536366 0.0 0.0 0.0
C 4.305654 -3.541961 1.255813 0.0 0.0 0.0
C 5.382461 -4.103327 0.584195 0.0 0.0 0.0
C 5.614640 -3.821716 -0.764127 0.0 0.0 0.0
C 4.776046 -2.979186 -1.481303 0.0 0.0 0.0
C 3.706300 -2.420149 -0.806711 0.0 0.0 0.0
C 2.659204 -1.485424 -1.246697 -0.1 0.1 0.0
N 2.551084 -1.000123 -2.406007 0.0 0.0 0.0
C 1.669317 0.045475 -2.812658 0.0 -0.3 0.0
N 0.343468 0.097095 -2.145664 0.2 0.1 0.2
C -0.593246 0.305082 -3.041904 -0.3 -0.1 0.0
N -1.934295 0.472579 -2.820679 0.2 0.0 -0.1
C -2.520332 0.292490 -1.690071 -0.1 0.0 0.2
N -1.949378 -0.080401 -0.468386 0.3 -0.2 -0.4
C -2.921579 -0.346922 0.429480 -0.3 0.0 0.3
N -2.785983 -0.786163 1.674660 0.0 0.0 -0.2
C -1.635434 -1.173697 2.194089 -0.1 -0.2 0.2
N -0.419808 -1.201877 1.593724 0.3 0.1 -0.2
C -1.479288 -1.658706 3.574176 0.0 0.1 -0.1
C -2.384052 -1.802814 4.609418 0.0 -0.1 0.1
C -4.227185 -0.043818 -0.180140 0.1 0.0 0.1
C -5.513618 -0.122172 0.319458 0.0 0.0 0.0
C -6.551420 0.231674 -0.535469 0.0 0.0 0.0
C -6.303861 0.633546 -1.848297 0.0 0.0 0.0
C -5.008072 0.699291 -2.346700 0.0 0.0 0.0
C -3.979809 0.365672 -1.486461 0.1 0.0 -0.1
C -0.045806 0.268939 -4.393039 0.0 0.0 0.0
C -0.657200 0.405121 -5.632000 0.0 0.0 0.0
C 0.133983 0.236535 -6.754327 0.1 0.0 0.0
C 1.497603 -0.055095 -6.627446 -0.1 0.0 0.0
C 2.104293 -0.157274 -5.386633 0.0 0.0 0.0
C 1.309656 0.013619 -4.266518 0.0 0.1 -0.1
N 1.821694 -1.233738 -0.096515 0.0 0.0 -0.1
H -2.575063 -2.395243 6.657856 0.0 0.0 0.0
H -0.202184 -2.942590 6.952352 0.0 0.0 0.0
H 1.405137 -2.686305 5.063107 0.0 0.0 0.0
H 4.111675 -3.752058 2.298759 0.0 0.0 0.0
H 6.055040 -4.768456 1.109374 0.0 0.0 0.0
H 6.468386 -4.269957 -1.255426 0.0 0.0 0.0
H 4.951297 -2.752105 -2.524079 0.0 0.0 0.0
H -3.429643 -1.563268 4.472156 0.0 0.0 0.0
H -5.697254 -0.442813 1.335705 0.0 0.0 0.0
H -7.572815 0.190238 -0.180406 0.0 0.0 0.0
H -7.136347 0.896495 -2.487369 0.0 0.0 0.0
H -4.804453 1.002811 -3.364658 0.0 0.0 0.0
H -1.713529 0.625507 -5.706993 0.0 0.0 0.0
H -0.300620 0.326637 -7.741061 0.0 0.0 0.0
H 2.090649 -0.191290 -7.522884 0.0 0.0 0.0
H 3.165259 -0.340232 -5.283411 0.0 0.0 0.0
Se 2.740586 1.700536 -2.507091 -0.1 0.1 0.0
C -0.130814 2.609381 -0.338288 0.0 -0.1 0.0
N 0.065013 3.911362 0.249673 0.0 0.0 0.0
C 1.476217 4.049370 0.623202 0.0 0.0 0.0
N 1.857858 3.045769 1.623852 -0.1 0.0 0.0
C 1.678486 1.730845 1.054492 0.0 -0.1 0.0
N 0.236056 1.501297 0.639146 0.1 0.0 0.0
C -0.608182 1.709654 1.869433 0.1 0.0 0.1
N -0.418447 3.022682 2.440706 0.0 0.0 0.0
C -0.763694 4.037966 1.441948 0.0 0.0 0.0
C 0.994754 3.186863 2.792044 0.0 0.0 0.0
H 0.508728 2.490849 -1.213095 0.0 0.0 0.0
H -1.183108 2.465549 -0.591500 0.0 0.0 0.0
H 1.637908 5.044466 1.039573 0.0 0.0 0.0
H 2.091732 3.915608 -0.265803 0.0 0.0 0.0
H 1.919827 0.962183 1.793759 0.0 0.0 0.0
H 2.282334 1.612808 0.153225 0.0 0.0 0.0
H -0.315993 0.957088 2.603627 0.0 0.1 -0.1
H -1.651170 1.571595 1.585922 0.0 0.0 0.0
H -0.618773 5.025610 1.881821 0.0 0.0 0.0
H -1.814625 3.926273 1.166875 0.0 0.0 0.0
H 1.267461 2.434070 3.534670 0.0 0.0 0.0
H 1.134035 4.177061 3.228183 0.0 0.0 0.0

3.
19
Properties=species:S:1:pos:R:3:forces:R:3 method="wB97M-V/def2-TZVPD" total_charge=0 orbital_gap_ev=7.79 e_lumo_ev=0.4 e_above_lowest_kcal_mol=122.1
C 0.167249 0.095907 -1.156722 0.1 0.8 0.3
C 0.623122 1.332084 -0.491969 0.1 1.5 -0.7
C -0.270199 2.100478 0.232885 1.0 1.3 -2.8
C 0.666047 -1.048768 -0.266826 -1.1 -0.6 -0.6
C -0.142767 -2.293451 -0.638077 -0.9 -0.3 0.7
N -0.680537 0.051964 1.869614 1.4 1.9 0.6
H -0.911060 0.218665 -1.052469 -0.2 -0.8 -0.5
H 0.471484 0.047226 -2.205050 0.0 0.0 0.0
H 1.679459 1.577222 -0.494758 0.1 0.0 0.3
H -0.013959 3.110826 0.532006 0.6 -0.4 0.8
H 0.073036 1.047541 0.934638 -2.4 -1.4 1.9
H -0.564674 0.682004 2.666132 -0.3 -0.4 0.2
H 1.732272 -1.222094 -0.399098 0.1 0.2 0.2
H 0.282702 -0.681159 0.754990 1.3 -1.4 -0.9
H -0.100104 -3.060395 0.138754 0.3 0.0 0.0
H 0.001942 -2.801475 -1.597758 0.4 0.4 0.0
H -1.197982 -1.989057 -0.614143 0.0 -0.1 -0.1
H -1.301381 2.105014 -0.082196 -0.3 -0.9 0.6
H -1.584863 -0.382571 1.951912 -0.4 0.1 -0.3